Record 1
72
Properties=species:S:1:pos:R:3 method="wB97M-V/def2-TZVPD" multiplicity=2 charge=+2 s2=0.75 e_homo_ev="-13.2 / -13.1" orbital_gap_ev="6.6 / 6.2"
Re 0.209 0.003 -0.126
O 0.900 -1.679 0.475
O -0.425 1.028 -1.715
O 5.504 4.792 -0.712
O 4.863 6.390 0.677
N 2.094 0.168 -1.078
N -1.727 0.146 0.852
N -0.043 2.121 0.371
N 3.597 0.957 2.178
N -1.571 -0.763 -2.440
N 4.237 0.568 -1.038
N -0.804 -1.313 -1.399
N 1.574 0.512 1.488
C -2.157 1.411 1.090
C 1.518 0.742 2.837
C 1.682 3.178 -0.972
C -4.257 0.632 1.908
C -1.181 -4.634 0.071
C -1.392 0.499 -2.469
C 4.644 5.282 -0.038
C 3.897 0.327 -2.352
C 2.838 0.651 1.116
C -2.644 3.659 -4.051
C -0.604 -3.385 -0.170
C 1.017 3.071 0.247
C -1.035 -2.574 -1.288
C -0.871 -5.334 1.220
C -3.620 3.159 -4.903
C 2.559 0.075 -2.363
C 0.016 -4.791 2.143
C -3.802 -0.657 1.712
C 0.294 -2.858 0.770
C -3.140 0.922 -4.165
C -1.911 2.794 -3.255
C -3.411 1.688 1.600
C 3.296 4.624 0.074
C -3.866 1.792 -4.958
C -1.178 2.453 0.841
C 2.825 3.946 -1.049
C 1.448 3.778 1.360
C -2.157 1.424 -3.310
C 3.126 0.469 -0.300
C 2.776 1.018 3.281
C 2.587 4.568 1.266
C -2.537 -0.864 1.179
C 0.604 -3.553 1.925
H -2.169 -1.866 1.017
H 0.933 3.670 2.307
H 1.314 -3.129 2.623
H -2.452 4.723 -4.014
H -4.189 3.833 -5.528
H 2.947 5.082 2.149
H 4.624 0.353 -3.144
H 0.255 -5.342 3.043
H 1.308 2.641 -1.834
H -1.878 -5.045 -0.651
H 4.050 6.769 1.033
H -4.625 1.406 -5.626
H 4.593 1.113 2.186
H 5.164 0.807 -0.720
H -3.318 -0.144 -4.200
H -1.699 -3.023 -2.018
H -3.712 2.715 1.755
H 3.384 4.017 -1.973
H 1.909 -0.155 -3.189
H 3.154 1.234 4.265
H -5.246 0.819 2.303
H -1.143 3.176 -2.595
H -4.414 -1.513 1.957
H 0.600 0.674 3.393
H -1.408 3.488 1.082
H -1.318 -6.301 1.400

---

Record 2
70
Properties=species:S:1:pos:R:3 method="wB97M-V/def2-TZVPD" charge=+3 e_homo_ev=-14.4 orbital_gap_ev=2.1
Au -0.009 -0.951 -2.207
I 0.038 -3.327 -1.054
P -1.851 -2.253 1.488
O -1.680 -1.353 0.144
O -2.313 -0.050 0.224
N -0.089 1.084 -2.696
N 2.024 4.660 -1.946
N 2.619 4.713 -0.754
N 3.860 4.731 -0.887
N 0.177 3.249 -2.516
C -0.390 -1.873 3.667
C 0.603 4.553 -2.054
C -2.611 -6.258 1.421
C 1.443 -2.685 0.453
C -0.882 3.040 -3.363
C 4.216 4.520 -4.944
C 2.990 4.632 -2.921
C 1.077 -2.273 1.758
C 3.800 -2.385 0.881
C 0.637 2.037 -2.133
C 3.507 -1.987 2.159
C -3.906 -3.903 0.688
C -5.070 -0.315 3.127
C -3.904 -6.296 0.914
C -1.959 -5.043 1.584
C 2.754 -2.736 0.027
C -4.098 -1.310 3.009
C 1.813 1.783 -1.271
C -2.612 -3.868 1.209
C 5.437 4.749 -2.857
C 5.418 4.625 -4.235
C -4.993 0.852 2.335
C 2.988 4.488 -4.305
C 2.175 -1.922 2.618
C 1.944 -1.523 3.952
C -0.227 -2.188 2.326
C -2.725 0.219 1.556
C -3.924 1.115 1.547
C -4.542 -5.124 0.530
C -1.039 1.695 -3.462
C -2.986 -1.096 2.233
C 0.683 -1.527 4.487
C 4.213 4.717 -2.194
H 4.820 -2.448 0.539
H 4.250 4.440 -6.018
H -5.829 1.534 2.329
H 0.503 -1.249 5.514
H 2.732 1.933 -1.841
H 1.788 0.746 -0.943
H -5.541 -5.162 0.130
H 2.079 4.305 -4.860
H -1.389 -1.878 4.084
H 6.348 4.916 -2.301
H 4.298 -1.735 2.848
H 2.981 -3.073 -0.974
H -1.896 0.751 2.076
H 2.794 -1.227 4.546
H -4.413 -2.984 0.427
H -4.233 -2.258 3.511
H -4.423 -7.240 0.839
H 1.826 2.430 -0.397
H 6.346 4.627 -4.783
H -0.966 -5.018 2.016
H -5.930 -0.468 3.760
H -1.426 3.847 -3.808
H -3.877 1.979 0.903
H -2.114 -7.178 1.697
H -1.754 1.135 -4.027
H 0.218 5.305 -2.753
H 0.203 4.756 -1.051

---

Record 3
107
Properties=species:S:1:pos:R:3 method="wB97M-V/def2-TZVPD" charge=0 e_homo_ev=-9.3 orbital_gap_ev=7.5
I -4.599 -0.815 4.118
Br -4.614 5.821 6.255
Br -4.245 6.548 11.282
Br 1.892 2.478 -3.445
Br 6.506 -6.622 -1.505
Br 4.116 -4.765 -6.298
Br -7.228 -3.347 6.616
Br 2.057 0.867 -6.195
Br 3.632 -6.277 -2.826
Br 3.245 -2.229 -10.749
Br 7.618 -7.368 2.143
Br -5.546 -4.130 4.040
Br -4.396 8.931 5.615
Br -4.026 9.663 10.648
Br 9.336 -5.310 3.865
Br 5.222 -6.410 -8.792
Br 5.879 -7.970 -4.326
Br -8.718 -3.953 3.865
Br 6.418 -2.303 -10.455
Br 0.005 -2.899 5.526
Br 8.966 -4.858 0.734
Br -1.455 8.048 11.608
Br 2.895 -7.628 -6.987
Br -1.821 7.316 6.578
Br -0.016 -0.031 6.906
Br 4.686 1.313 -4.460
Br -2.666 -1.790 6.869
Br 4.598 -1.639 -7.929
S -0.989 0.196 -4.006
S -0.674 -2.055 1.111
S -4.021 4.976 1.655
F -2.950 4.012 3.847
F -3.049 -3.156 0.620
F -1.603 -4.431 1.554
F -1.925 3.354 2.027
F -2.565 -2.941 2.749
F -1.706 5.360 2.736
O -5.234 4.344 2.052
O -4.657 -0.952 1.180
O -2.655 7.049 -2.727
O 0.315 -2.940 0.581
O -1.147 7.245 -4.289
O -4.004 6.395 1.887
O -0.265 -1.398 2.319
O -4.565 1.987 0.705
O -3.297 2.006 -3.808
N -1.228 7.048 -3.164
C -0.001 -1.925 -1.994
C -2.693 1.065 -0.467
C 4.491 -2.814 -1.018
C 5.518 -6.490 -3.150
C -3.486 7.238 5.608
C -3.650 2.150 -0.045
C -3.016 3.485 -2.021
C -1.314 -0.869 -0.058
C -2.103 -3.201 1.542
C -2.203 0.110 0.431
C -2.772 4.654 -2.736
C -1.448 0.094 -2.285
C -2.909 2.157 -2.687
C -7.206 -4.366 4.980
C -3.116 7.968 10.638
C 2.109 -0.933 -0.833
C -2.688 0.202 1.862
C 3.688 -6.025 -7.691
C -3.996 -0.561 2.065
C -2.904 5.860 -2.081
C 2.979 2.033 -4.975
C 4.731 -2.606 -9.584
C -3.546 4.730 -0.045
C -0.740 -1.815 6.925
C -2.325 1.073 -1.818
C -3.396 3.487 -0.690
C 4.610 -1.365 -0.527
C 3.555 -0.437 -1.144
C 9.110 -6.152 2.150
C -3.293 5.898 -0.745
C 1.447 -1.416 -2.117
C -0.937 -0.891 -1.419
C -2.570 4.347 2.641
H 4.052 -2.908 -2.009
H -3.244 7.012 4.579
H 1.591 -0.082 -0.391
H 1.406 -0.551 -2.779
H -2.499 4.567 -3.777
H 3.173 2.953 -5.505
H -2.950 1.214 2.125
H -0.079 -2.886 -1.514
H 2.078 -2.141 -2.622
H -0.334 -2.113 -3.011
H 3.887 -3.413 -0.340
H -0.454 -2.266 7.863
H 9.999 -6.736 1.961
H 3.712 -0.486 -2.221
H 5.461 -3.305 -1.041
H -1.192 -1.041 -4.486
H 5.598 -1.000 -0.802
H 4.687 -3.659 -9.343
H 5.855 -5.596 -3.654
H -3.410 6.857 -0.265
H 4.463 -1.365 0.551
H 2.948 -5.557 -8.325
H 2.222 -1.711 -0.089
H -1.968 -0.128 2.604
H -7.282 -5.408 5.251
H -2.875 7.742 9.609
H 3.705 0.587 -0.814

---

Record 4
85
Properties=species:S:1:pos:R:3 method="wB97M-V/def2-TZVPD" charge=-2 e_homo_ev="-1.9 / -1.2" orbital_gap_ev="5.7 / 5.1"
I -3.115 -3.909 2.312
Se 1.890 -2.322 1.068
Se 1.737 -1.191 -2.406
Ca 0.028 0.272 -0.635
S -0.991 0.668 2.905
S -1.594 -3.169 -0.565
P 2.515 -2.576 -0.955
O 1.281 4.009 -2.453
O 0.194 5.719 -3.181
O -0.294 -0.143 3.870
O -5.382 5.085 -0.829
O -3.872 0.667 -0.464
O -1.940 -0.073 -1.265
O -0.190 1.852 -2.034
O -4.123 6.662 -1.584
O -2.319 0.278 2.504
N -3.425 -4.144 -2.154
N 1.842 1.243 0.468
N 1.633 1.811 2.764
N -4.325 5.493 -1.284
N -1.674 6.155 5.092
N -0.156 0.844 1.532
N -4.070 -2.178 -1.019
N 0.245 4.619 -2.634
N -2.742 0.930 -0.971
C -4.656 -4.155 -2.797
C 3.678 2.212 1.601
C -1.829 3.252 2.821
C 2.253 -4.294 -1.533
C 5.028 -1.466 -1.645
C 1.137 1.312 1.621
C 3.080 1.696 0.466
C -3.245 4.529 -1.479
C 1.318 -6.495 -1.263
C 7.141 -2.395 -0.967
C -1.476 4.869 4.569
C -0.656 2.617 4.820
C 2.727 -4.662 -2.794
C 4.356 -2.503 -1.018
C -2.448 2.263 -1.315
C -1.162 2.296 3.574
C -1.982 4.535 3.314
C 1.786 -6.855 -2.514
C -0.817 3.899 5.320
C -1.131 2.666 -1.842
C -3.454 3.192 -1.125
C 2.881 2.238 2.734
C 1.562 -5.218 -0.768
C -2.058 4.969 -2.000
C -3.192 -3.180 -1.333
C 5.090 -3.488 -0.357
C -1.023 4.056 -2.152
C -1.969 -2.557 1.058
C -5.315 -2.172 -1.647
C 6.471 -3.438 -0.335
C 2.503 -5.937 -3.277
C -5.610 -3.170 -2.524
C 6.418 -1.411 -1.619
H -5.962 -1.347 -1.399
H 6.932 -0.597 -2.114
H 1.586 -7.845 -2.904
H -1.841 6.864 4.394
H 3.267 2.630 3.673
H -0.418 4.158 6.294
H 2.875 -6.216 -4.255
H -2.227 2.987 1.850
H 4.698 2.565 1.603
H -1.018 -2.436 1.570
H -1.913 6.003 -2.270
H -4.829 -4.961 -3.491
H 8.224 -2.352 -0.945
H -3.698 -1.245 -0.718
H -4.399 2.862 -0.725
H 4.565 -4.289 0.151
H -2.521 -1.624 1.069
H 0.745 -7.196 -0.671
H 4.451 -0.708 -2.161
H -6.577 -3.188 -3.010
H 3.603 1.626 -0.482
H -0.125 1.857 5.376
H 3.255 -3.934 -3.398
H -0.986 6.441 5.769
H 7.031 -4.210 0.180
H 1.212 -4.931 0.215
H -2.495 5.284 2.723

---

Record 5
72
Properties=species:S:1:pos:R:3 method="wB97M-V/def2-TZVPD" charge=-1 e_homo_ev=-4.0 orbital_gap_ev=5.9
Cs -0.532 0.053 0.596
I 3.142 2.752 -0.696
Cl -5.664 0.139 0.059
Cl -5.773 3.838 -3.851
O -2.718 0.163 -0.406
O -1.311 -1.507 -2.287
N 1.225 1.070 3.704
N 0.894 -2.562 1.999
N 0.291 2.401 1.953
N -1.347 1.915 -1.974
N 0.962 -0.032 3.124
N 2.382 0.087 -1.627
C 0.902 4.713 1.773
C 1.977 3.307 3.382
C 0.773 -1.114 3.926
C -3.427 2.782 -2.879
C 2.381 -1.016 -2.381
C 0.736 -3.771 1.338
C -0.683 2.706 -2.778
C 0.697 -2.423 3.284
C 0.339 -3.381 5.520
C -3.380 0.999 -1.102
C -2.706 1.915 -2.017
C 3.238 -1.180 -3.456
C -4.838 2.791 -2.802
C -2.672 3.600 -3.750
C -4.776 1.133 -1.065
C 4.126 0.994 -2.984
C 3.224 1.047 -1.928
C -1.902 -2.795 -2.129
C -3.129 -2.799 -1.233
C 4.123 -0.156 -3.757
C 0.467 -3.546 4.181
C 0.415 -2.090 6.127
C 0.638 -1.008 5.339
C 1.827 -4.374 0.697
C 0.416 -6.120 -0.194
C -5.489 1.998 -1.900
C 1.667 -5.531 -0.052
C 0.169 3.606 1.390
C -0.677 -5.528 0.430
C 1.842 4.540 2.787
C -0.522 -4.373 1.182
C 1.170 2.241 2.952
C -1.309 3.562 -3.705
H -1.379 -3.907 1.654
H 0.749 5.670 1.294
H -1.773 -0.881 -1.701
H 2.800 -3.908 0.803
H 0.293 -7.021 -0.781
H 2.529 -5.973 -0.539
H 0.400 2.685 -2.694
H 0.706 -0.016 5.765
H -3.190 4.254 -4.438
H 0.424 -4.536 3.746
H -3.428 -3.830 -1.025
H 3.208 -2.087 -4.045
H 2.454 5.373 3.114
H -2.920 -2.294 -0.289
H 2.684 3.131 4.181
H 0.295 -1.984 7.197
H -1.152 -3.478 -1.719
H -1.664 -5.965 0.323
H 4.794 1.817 -3.187
H 1.658 -1.777 -2.108
H -3.967 -2.274 -1.696
H -2.171 -3.164 -3.123
H 0.179 -4.252 6.148
H -6.568 2.032 -1.835
H -0.709 4.181 -4.360
H -0.559 3.678 0.585
H 4.807 -0.247 -4.592

---

Record 6
73
Properties=species:S:1:pos:R:3 method="wB97M-V/def2-TZVPD" charge=-2 e_homo_ev=-1.5 orbital_gap_ev=4.4
Cs 1.330 -0.868 2.025
Cl 2.664 -7.377 1.385
Cl -0.319 -8.266 1.100
Cl 3.383 -4.319 1.567
Cl -2.584 -6.118 0.959
Cl -1.867 -3.060 1.097
S 0.153 1.045 4.959
S 3.949 0.866 0.775
N -1.896 -2.044 -7.597
N -1.290 1.813 2.307
N -0.222 -3.673 -8.044
N 1.429 2.828 0.943
N 0.380 -0.585 -1.441
C 0.086 -3.673 -6.744
C -2.131 1.598 3.447
C -1.551 -2.021 -6.304
C 2.541 3.123 1.780
C -2.469 1.006 5.742
C -1.903 1.543 1.027
C -2.358 -1.130 -5.444
C -1.557 1.227 4.692
C 2.467 4.179 2.693
C -0.561 -4.277 1.196
C 3.528 4.518 3.521
C -2.055 -0.604 -4.254
C 1.537 -0.426 -2.075
C 0.726 -3.825 1.337
C -0.927 -5.617 1.124
C 1.678 -4.813 1.390
C -4.377 1.538 4.386
C -0.550 -2.865 -5.825
C -0.733 -0.637 -2.159
C 0.457 -0.373 -4.202
C 4.705 3.795 3.440
C -3.838 1.149 5.605
C -1.210 -2.858 -8.389
C -0.603 3.105 2.413
C 0.180 3.527 1.180
C -0.760 -0.562 -3.550
C 4.783 2.724 2.565
C 1.709 2.796 -0.485
C 1.620 -0.309 -3.459
C 1.406 -6.176 1.318
C -3.508 1.764 3.326
C 0.078 -6.581 1.186
C 3.720 2.330 1.743
H -1.131 1.321 0.285
H -3.919 2.077 2.373
H -2.524 2.367 0.629
H 0.873 -4.351 -6.431
H -4.487 0.951 6.452
H 2.421 -0.354 -1.447
H 5.551 4.043 4.071
H 1.700 3.814 -0.915
H 0.057 3.029 3.280
H 5.681 2.121 2.518
H 2.676 2.336 -0.670
H -3.341 -0.932 -5.856
H -1.494 -2.860 -9.436
H 2.580 -0.151 -3.932
H -2.537 0.661 1.120
H -2.864 -0.100 -3.734
H -1.342 3.901 2.619
H -0.294 -2.904 -4.777
H 0.482 -0.254 -5.279
H 3.419 5.338 4.221
H -1.657 -0.764 -1.600
H 0.330 4.619 1.229
H -5.446 1.661 4.256
H 1.556 4.752 2.782
H -0.429 3.364 0.291
H -2.048 0.692 6.690
H 0.944 2.202 -0.993

---

| no. | E (Ha) |
| --- | --- |
| 1 | -2090.0588 |
| 2 | -2471.5934 |
| 3 | -73595.1623 |
| 4 | -9359.6326 |
| 5 | -2991.0260 |
| 6 | -4665.0223 |